Version P
# H14O7

A 7-piece molecular cluster, H14O7 overall (ωB97M-V/def2-TZVPD, OMol25).

The LUMO energy comes out at 0.090 eV. The calculation puts the HOMO-LUMO gap at 9.84 eV. As for the structure (SMILES): O.O.O.O.O.O.O. The value obtained for the HOMO energy is -9.75 eV.

CARTESIAN COORDINATES (ANGSTROEM)
O (0.89, -1.13, 1.11)
H (1.59, -1.25, 0.45)
H (0.50, -0.28, 0.88)
O (-0.96, -2.58, 0.59)
H (-1.50, -2.96, -0.10)
H (-0.39, -1.96, 0.13)
O (2.94, 2.49, 0.20)
H (2.53, 3.35, 0.36)
H (2.63, 2.23, -0.67)
O (-3.43, -0.28, -0.46)
H (-3.97, -1.03, -0.20)
H (-3.97, 0.49, -0.23)
O (-1.09, 3.27, 0.14)
H (-1.09, 2.78, -0.69)
H (-1.94, 3.05, 0.54)
O (-0.79, -0.26, -0.24)
H (-1.47, -0.41, 0.43)
H (-0.59, 0.68, -0.17)
O (2.99, -1.96, -0.72)
H (3.59, -2.24, -1.42)
H (3.53, -1.98, 0.07)

Results of the Löwdin charge analysis, in e, for atoms 1 through 4: O -0.0813; H 0.0064; H 0.0150; O -0.0863

=====

Version Q
# H14O7

A 7-piece molecular cluster, H14O7 overall (ωB97M-V/def2-TZVPD, OMol25).

The LUMO energy comes out at 0.376 eV. The calculation puts the HOMO-LUMO gap at 10.98 eV. As for the structure (SMILES): O.O.O.O.O.O.O. The value obtained for the HOMO energy is -10.61 eV.

CARTESIAN COORDINATES (ANGSTROEM)
O (0.83, -2.30, 0.11)
H (1.06, -3.09, 0.59)
H (1.72, -1.77, 0.06)
O (-0.16, 0.01, 1.57)
H (0.25, -0.94, 1.61)
H (-0.10, 0.41, 0.70)
O (-2.83, -0.06, 0.58)
H (-2.12, -0.34, 1.18)
H (-3.45, -0.83, 0.54)
O (-1.31, -1.24, -1.57)
H (-1.90, -0.95, -0.96)
H (-0.47, -1.40, -1.12)
O (-1.04, 1.95, -0.56)
H (-1.83, 1.44, -0.38)
H (-1.22, 2.77, -0.17)
O (1.69, 2.15, -0.18)
H (1.17, 1.58, -0.73)
H (1.19, 2.62, 0.50)
O (2.76, -0.45, -0.17)
H (3.74, -0.40, 0.01)
H (2.45, 0.44, -0.09)

Results of the Löwdin charge analysis, in e, for atoms 1 through 4: O -0.1077; H 0.0444; H 0.0510; O -0.0991

=====

Version R
# H14O7

A 7-piece molecular cluster, H14O7 overall (ωB97M-V/def2-TZVPD, OMol25).

The LUMO energy comes out at 0.126 eV. The calculation puts the HOMO-LUMO gap at 10.85 eV. As for the structure (SMILES): O.O.O.O.O.O.O. The value obtained for the HOMO energy is -10.72 eV.

CARTESIAN COORDINATES (ANGSTROEM)
O (1.23, -0.09, -0.71)
H (0.58, -0.77, -0.92)
H (0.77, 0.73, -0.90)
O (-1.28, 0.38, -1.72)
H (-2.17, 0.24, -1.38)
H (-1.34, 1.25, -2.15)
O (-0.52, 2.92, 0.21)
H (-1.33, 2.93, 0.74)
H (0.18, 3.06, 0.85)
O (3.11, 1.76, 0.66)
H (3.83, 1.12, 0.67)
H (2.92, 1.91, 1.60)
O (-2.32, -1.52, 1.74)
H (-2.10, -0.63, 1.47)
H (-1.69, -2.07, 1.26)
O (4.19, -2.50, -0.31)
H (3.89, -2.31, 0.58)
H (3.42, -2.88, -0.75)
O (-4.04, -0.88, -0.26)
H (-3.70, -1.20, -1.10)
H (-3.62, -1.45, 0.40)

Results of the Löwdin charge analysis, in e, for atoms 1 through 4: O -0.0838; H 0.0101; H 0.0000; O -0.0499

=====

The structure with the least stability is version P.

=====

Version P
# CH3FINS

A single CH3FINS molecule (ωB97M-V/def2-TZVPD, OMol25).

The LUMO energy (spin up / spin down) comes out at -1.389 / -1.389 eV. The calculation puts the HOMO-LUMO gap (spin up / spin down) at 7.83 / 7.83 eV. The value obtained for the HOMO energy (spin up / spin down) is -9.22 / -9.22 eV.

CARTESIAN COORDINATES (ANGSTROEM)
C (-0.03, -0.52, 0.04)
N (-0.81, -1.16, 1.06)
F (-2.40, -1.98, -1.00)
S (-2.47, -1.47, 0.58)
I (-3.78, 0.56, 0.03)
H (0.63, -1.13, -0.49)
H (0.51, 0.29, 0.46)
H (-0.70, 0.02, -0.73)

Results of the Löwdin charge analysis, in e, for atoms 1 through 4: C -0.2854; N -0.3566; F -0.4704; S 0.5485

=====

Version Q
# CH3FINS

A 2-piece molecular cluster, CH3FINS overall (ωB97M-V/def2-TZVPD, OMol25).

The LUMO energy (spin up / spin down) comes out at -3.522 / -3.558 eV. The calculation puts the HOMO-LUMO gap (spin up / spin down) at 4.76 / 4.68 eV. The value obtained for the HOMO energy (spin up / spin down) is -8.28 / -8.23 eV.

CARTESIAN COORDINATES (ANGSTROEM)
C (0.75, -0.44, -0.20)
N (0.24, 0.87, 0.14)
F (0.28, 1.01, 1.44)
S (-0.77, 1.82, -0.70)
I (-3.19, -1.05, 0.20)
H (0.58, -0.71, -1.30)
H (1.87, -0.44, -0.15)
H (0.23, -1.05, 0.56)

Results of the Löwdin charge analysis, in e, for atoms 1 through 4: C -0.0973; N -0.7061; F -0.0125; S 0.8204

=====

The structure with the least stability is version Q.

=====

Version P
# C18H22N2O3

A single C18H22N2O3 molecule (ωB97M-V/def2-TZVPD, OMol25).

The LUMO energy comes out at -0.281 eV. The calculation puts the HOMO-LUMO gap at 8.34 eV. As for the structure (SMILES): C[C@]12CC[C@@H]3c4ccc(O)cc4[C@@H](N=O)C[C@H]3[C@@H]1CC[C@H]2N=O. The value obtained for the HOMO energy is -8.62 eV.

CARTESIAN COORDINATES (ANGSTROEM)
C (2.38, -1.04, 1.46)
C (1.75, -1.67, 0.19)
C (2.22, -0.87, -1.05)
C (1.58, 0.52, -1.10)
C (0.03, 0.55, -0.90)
C (-0.54, 1.97, -0.76)
C (0.04, 3.05, -1.43)
C (-0.54, 4.33, -1.38)
C (-1.70, 4.55, -0.62)
O (-2.29, 5.78, -0.53)
C (-2.27, 3.47, 0.10)
C (-1.75, 2.18, -0.04)
C (-2.46, 1.03, 0.64)
N (-3.88, 1.06, 0.32)
O (-4.63, 1.22, 1.29)
C (-1.92, -0.36, 0.36)
C (-0.40, -0.32, 0.32)
C (0.23, -1.71, 0.18)
C (-0.20, -2.89, 1.04)
C (0.91, -3.93, 0.93)
C (2.12, -3.19, 0.30)
N (2.50, -3.76, -0.99)
O (1.61, -4.13, -1.76)
H (2.04, -1.56, 2.38)
H (3.47, -1.04, 1.44)
H (2.07, 0.01, 1.59)
H (3.33, -0.75, -1.08)
H (1.96, -1.41, -2.00)
H (1.78, 0.94, -2.08)
H (1.98, 1.18, -0.35)
H (-0.40, 0.12, -1.82)
H (0.94, 2.89, -2.04)
H (-0.06, 5.11, -2.01)
H (-3.02, 5.76, 0.09)
H (-3.20, 3.64, 0.67)
H (-2.34, 1.20, 1.73)
H (-2.29, -0.69, -0.62)
H (-2.27, -1.09, 1.08)
H (-0.05, 0.14, 1.25)
H (-0.07, -2.01, -0.84)
H (-1.14, -3.30, 0.73)
H (-0.30, -2.62, 2.07)
H (0.56, -4.83, 0.38)
H (1.18, -4.23, 1.95)
H (3.01, -3.29, 0.93)

Results of the Löwdin charge analysis, in e, for atoms 1 through 4: C -0.0145; C -0.3850; C -0.1282; C -0.1441

=====

Version Q
# C18H22N2O3

A single C18H22N2O3 molecule (ωB97M-V/def2-TZVPD, OMol25).

The LUMO energy comes out at 0.735 eV. The calculation puts the HOMO-LUMO gap at 9.01 eV. As for the structure (SMILES): COc1ccc(CNCCc2ccccc2)cc1OCC(N)=O. The value obtained for the HOMO energy is -8.28 eV.

CARTESIAN COORDINATES (ANGSTROEM)
C (-4.35, 1.91, 2.54)
O (-3.25, 1.03, 2.52)
C (-2.68, 0.72, 1.31)
C (-3.04, 1.28, 0.10)
C (-2.35, 0.93, -1.06)
C (-1.31, 0.02, -1.02)
C (-0.51, -0.33, -2.24)
N (-0.17, -1.74, -2.26)
C (0.86, -2.11, -3.22)
C (2.22, -2.28, -2.52)
C (2.64, -1.03, -1.79)
C (2.54, -0.94, -0.41)
C (2.86, 0.23, 0.25)
C (3.31, 1.32, -0.46)
C (3.43, 1.24, -1.84)
C (3.10, 0.07, -2.50)
C (-0.98, -0.57, 0.20)
C (-1.65, -0.23, 1.36)
O (-1.39, -0.82, 2.58)
C (-0.04, -0.89, 2.98)
C (0.51, 0.47, 3.44)
N (-0.44, 1.34, 3.79)
O (1.70, 0.69, 3.50)
H (-4.08, 2.90, 2.18)
H (-4.66, 1.97, 3.58)
H (-5.18, 1.52, 1.93)
H (-3.83, 2.00, 0.04)
H (-2.63, 1.39, -1.99)
H (0.42, 0.23, -2.21)
H (-1.06, -0.01, -3.15)
H (-1.01, -2.29, -2.39)
H (0.95, -1.36, -4.01)
H (0.60, -3.06, -3.69)
H (2.14, -3.10, -1.81)
H (2.96, -2.54, -3.27)
H (2.21, -1.81, 0.15)
H (2.77, 0.29, 1.33)
H (3.56, 2.24, 0.05)
H (3.79, 2.09, -2.40)
H (3.20, 0.01, -3.58)
H (-0.18, -1.29, 0.20)
H (0.62, -1.28, 2.20)
H (-0.02, -1.57, 3.84)
H (-0.18, 2.27, 4.09)
H (-1.42, 1.11, 3.68)

Results of the Löwdin charge analysis, in e, for atoms 1 through 4: C -0.0797; O -0.1011; C -0.2014; C -0.0126

=====

Version R
# C18H22N2O3

A single C18H22N2O3 molecule (ωB97M-V/def2-TZVPD, OMol25).

The LUMO energy comes out at 0.416 eV. The calculation puts the HOMO-LUMO gap at 8.90 eV. As for the structure (SMILES): Cc1cc(=O)oc(C)c1C(=O)NCCN(C)Cc1ccccc1. The value obtained for the HOMO energy is -8.48 eV.

CARTESIAN COORDINATES (ANGSTROEM)
C (2.01, -0.47, -2.14)
C (0.89, 0.49, -2.39)
C (1.12, 1.71, -2.95)
C (0.06, 2.65, -3.20)
O (0.18, 3.77, -3.64)
O (-1.21, 2.21, -2.90)
C (-1.45, 1.01, -2.36)
C (-2.90, 0.75, -2.12)
C (-0.46, 0.13, -2.06)
C (-0.79, -1.20, -1.45)
O (-1.52, -2.00, -1.99)
N (-0.18, -1.42, -0.27)
C (-0.37, -2.64, 0.48)
C (-0.96, -2.41, 1.88)
N (-0.12, -1.76, 2.86)
C (1.23, -2.24, 2.97)
C (-0.34, -0.35, 3.12)
C (0.06, 0.65, 2.06)
C (-0.92, 1.36, 1.36)
C (-0.56, 2.33, 0.44)
C (0.77, 2.59, 0.18)
C (1.75, 1.87, 0.85)
C (1.40, 0.92, 1.79)
H (2.36, -0.39, -1.11)
H (2.85, -0.24, -2.80)
H (1.69, -1.49, -2.32)
H (2.11, 2.02, -3.23)
H (-3.14, -0.28, -2.36)
H (-3.50, 1.43, -2.72)
H (-3.14, 0.91, -1.07)
H (0.36, -0.68, 0.16)
H (-1.06, -3.25, -0.10)
H (0.59, -3.17, 0.56)
H (-1.89, -1.85, 1.79)
H (-1.20, -3.41, 2.28)
H (1.67, -1.86, 3.89)
H (1.20, -3.33, 3.02)
H (1.88, -1.96, 2.13)
H (-1.41, -0.22, 3.34)
H (0.21, -0.11, 4.04)
H (-1.96, 1.17, 1.57)
H (-1.33, 2.90, -0.07)
H (1.05, 3.36, -0.53)
H (2.79, 2.08, 0.65)
H (2.17, 0.41, 2.34)

Results of the Löwdin charge analysis, in e, for atoms 1 through 4: C -0.0147; C -0.1991; C 0.0375; C -0.4572

=====

The structure with the least stability is version P.

=====

Version P
# C4H15NO2S

A 3-piece molecular cluster, C4H15NO2S overall (ωB97M-V/def2-TZVPD, OMol25).

The LUMO energy comes out at 0.647 eV. The calculation puts the HOMO-LUMO gap at 9.56 eV. As for the structure (SMILES): NCCCCS.O.O. The value obtained for the HOMO energy is -8.91 eV.

CARTESIAN COORDINATES (ANGSTROEM)
N (1.53, -1.22, 0.72)
C (0.11, -1.27, 1.18)
C (-0.93, -1.74, 0.21)
C (-0.98, -1.00, -1.15)
C (-0.90, 0.53, -0.87)
S (-2.40, 1.17, 0.02)
H (1.84, -2.17, 0.95)
H (1.53, -0.89, -0.40)
H (-0.14, -0.30, 1.74)
H (0.14, -2.07, 2.02)
H (-1.87, -1.64, 0.72)
H (-0.83, -2.84, 0.07)
H (-0.05, -1.28, -1.73)
H (-1.81, -1.31, -1.74)
H (-0.06, 0.66, -0.06)
H (-0.58, 1.24, -1.72)
H (-1.75, 2.21, 0.40)
O (2.23, 0.54, -1.52)
H (2.44, 1.31, -2.12)
H (2.59, 0.80, -0.64)
O (2.53, 1.33, 1.21)
H (1.94, 1.62, 1.95)
H (2.46, 0.32, 1.38)

Results of the Löwdin charge analysis, in e, for atoms 1 through 4: N -0.0476; C -0.3342; C -0.2556; C -0.2537

=====

Version Q
# C4H15NO2S

A 4-piece molecular cluster, C4H15NO2S overall (ωB97M-V/def2-TZVPD, OMol25).

The LUMO energy comes out at -1.420 eV. The calculation puts the HOMO-LUMO gap at 6.77 eV. The value obtained for the HOMO energy is -8.19 eV.

CARTESIAN COORDINATES (ANGSTROEM)
C (-1.88, -0.06, -1.72)
C (-0.81, -0.37, -0.72)
C (-0.67, -1.82, -0.36)
C (0.29, -1.97, 0.83)
S (1.93, -1.30, 0.28)
N (-0.94, 0.45, 0.48)
H (-1.90, -0.79, -2.53)
H (-1.80, 0.93, -2.18)
H (-2.83, -0.06, -1.19)
H (0.33, -0.10, -1.10)
H (-1.65, -2.24, -0.15)
H (-0.29, -2.35, -1.24)
H (-0.06, -1.35, 1.65)
H (0.39, -2.98, 1.20)
H (1.08, 0.23, -1.28)
H (-1.22, 1.37, 0.15)
H (0.05, 0.54, 0.75)
H (3.14, 1.39, 2.24)
H (2.30, 0.33, 1.43)
O (2.27, 1.22, 1.88)
H (0.97, 2.46, 1.13)
H (0.88, 3.41, -0.16)
O (0.42, 3.06, 0.61)

Results of the Löwdin charge analysis, in e, for atoms 1 through 4: C -0.0378; C -0.5050; C -0.2446; C -0.5502

=====

Version R
# C4H15NO2S

A 3-piece molecular cluster, C4H15NO2S overall (ωB97M-V/def2-TZVPD, OMol25).

The LUMO energy comes out at 0.356 eV. The calculation puts the HOMO-LUMO gap at 8.79 eV. As for the structure (SMILES): CSCCCN.O.O. The value obtained for the HOMO energy is -8.43 eV.

CARTESIAN COORDINATES (ANGSTROEM)
C (-0.29, -1.67, -1.97)
S (-0.19, -0.17, -2.95)
C (-0.09, 1.18, -1.73)
C (0.18, 0.91, -0.26)
C (-1.00, 1.14, 0.70)
N (-1.26, 2.51, 1.09)
H (-1.19, -2.26, -2.21)
H (-0.38, -1.56, -0.89)
H (0.50, -2.36, -2.15)
H (-0.96, 1.84, -1.81)
H (0.74, 1.81, -2.06)
H (1.05, 1.43, 0.17)
H (0.54, -0.10, -0.07)
H (-1.89, 0.72, 0.25)
H (-0.82, 0.51, 1.57)
H (-0.42, 2.91, 1.50)
H (-1.45, 3.07, 0.26)
O (2.27, -2.49, 0.63)
H (2.19, -1.53, 0.62)
H (1.59, -2.80, 1.24)
O (0.56, -1.26, 2.48)
H (0.51, -0.31, 2.58)
H (-0.21, -1.50, 3.01)

Results of the Löwdin charge analysis, in e, for atoms 1 through 4: C -0.4320; S 0.8160; C -0.5065; C -0.2654

=====

The structure with the least stability is version Q.